The following is a DFT calculation (ωB97M-V/def2-TZVPD) of the molecule C10H11N3O2.

Computed properties:
E_tot = -19108.2174 eV
relative energy (zero: lowest compared OMol25 entry of this formula, charge and spin) = 562.6 kJ/mol
HOMO energy = -9.1 eV
molar mass = 205.22 g mol⁻¹

Element x y z (Å)
O: 1.614846 2.800702 -1.313715
O: 0.754442 4.263153 -0.136855
N: -1.511411 2.526321 1.907725
N: 0.946230 3.130884 -0.429107
N: -0.095106 2.661934 1.737284
C: -0.272422 -1.956586 -1.883971
C: -0.785425 -1.033669 0.664946
C: -1.054544 1.299275 -0.195997
C: 0.462005 2.064726 0.588521
C: -0.114571 -2.897777 -0.852638
C: -0.584187 -0.593408 -1.717593
C: 1.484645 1.023314 0.790999
C: -1.964058 1.822225 0.925549
C: -0.818998 -0.177107 -0.445837
C: -0.498670 -2.387357 0.407636
H: -1.105639 -0.754510 1.603301
H: -3.047150 1.673661 0.866608
H: 0.066595 3.634700 1.902401
H: 1.587412 0.670463 -0.222904
H: 0.350213 -3.846046 -1.078499
H: -0.344738 -3.141441 1.283775
H: -0.865953 0.018522 -2.521725
H: 0.092495 -2.254825 -2.838966
H: -1.328828 1.791622 -1.117881
H: 2.296962 1.401868 1.261366
H: 1.140438 0.235589 1.391570

Atoms 1-6, force components in eV/Å:
O 2.26 -2.17 -4.01
O -1.23 2.76 0.77
N 0.69 -1.18 -2.42
N -0.81 -0.64 3.73
N -0.93 -0.12 1.28
C 1.18 -0.16 -0.15

The following is a DFT calculation (ωB97M-V/def2-TZVPD) of a cluster of 2 separate species, C10H11N3O2 in total.

Computed properties:
E_tot = -19114.0485 eV
relative energy (zero: lowest compared OMol25 entry of this formula, charge and spin) = 0.0 kJ/mol
HOMO energy = -8.6 eV
molar mass = 205.22 g mol⁻¹

Element x y z (Å)
O: -2.952147 0.145686 3.714756
O: -2.760034 -0.300567 1.502275
N: -0.247467 -0.041228 0.662687
N: -3.191744 -1.013299 -1.483092
N: -0.703455 -0.188824 2.919332
C: 0.604279 0.105996 -0.432735
C: 1.986369 0.368906 -0.158574
C: 2.360762 0.602079 1.162388
C: 2.778647 0.536884 -1.328967
C: 0.034317 0.027966 -1.741827
C: -2.481845 -0.111925 2.672128
C: 0.165059 0.023255 1.952295
C: 0.918988 0.067290 -2.769607
C: 1.524896 0.308242 2.180248
C: 2.308113 0.272653 -2.611763
H: -0.406983 0.126538 3.894838
H: -3.619188 -0.083128 -1.589718
H: 3.018574 0.360986 -3.528585
H: 3.504828 0.860735 1.324951
H: -1.003084 -0.225479 -1.930327
H: -1.287887 -0.252006 0.531922
H: 0.673595 0.058584 -3.783219
H: -3.582521 -1.565441 -0.772555
H: -3.329907 -1.450186 -2.405239
H: 3.828580 0.727626 -1.159811
H: 1.859252 0.638654 3.178202

Atoms 1-6, force components in eV/Å:
O -0.64 0.21 1.49
O 0.33 -0.16 0.07
N -0.65 -0.46 -0.62
N 0.72 1.30 -2.53
N -0.40 0.81 1.19
C -0.71 -0.06 0.87

The following is a DFT calculation (ωB97M-V/def2-TZVPD) of the molecule C10H11NO2.

Computed properties:
E_tot = -16130.3954 eV
relative energy (zero: lowest compared OMol25 entry of this formula, charge and spin) = 375.9 kJ/mol
HOMO energy = -8.5 eV
molar mass = 177.20 g mol⁻¹

Element x y z (Å)
O: 1.227885 -0.192165 1.359810
O: -3.268832 -0.276868 1.535260
N: -2.012196 0.165141 1.272316
C: 0.905443 0.598180 0.311345
C: -0.330489 0.754071 -0.340685
C: -0.367713 1.535418 -1.505314
C: 0.731972 2.210233 -1.980336
C: -0.029445 -2.259354 0.890156
C: 2.012734 1.306843 -0.179165
C: 1.933990 2.109079 -1.292091
C: 0.381925 -1.199012 1.867697
C: -1.622615 0.226236 0.070023
C: 0.441322 -2.415850 -0.332866
H: -3.758568 -0.483007 0.713831
H: 2.808019 2.639634 -1.637986
H: -0.517794 -0.753537 2.314870
H: -0.778395 -2.932958 1.285638
H: 0.096002 -3.209389 -0.973286
H: 0.657866 2.812536 -2.872423
H: -1.310665 1.626679 -2.026335
H: 1.193084 -1.764544 -0.747118
H: 0.974315 -1.661128 2.667054
H: -2.311469 -0.020084 -0.753006
H: 2.943623 1.183843 0.352610

Atoms 1-6, force components in eV/Å:
O 0.06 0.15 -0.03
O -0.72 -0.30 -0.08
N 0.42 0.50 0.06
C 0.09 0.27 -0.43
C 0.51 0.14 0.08
C 0.12 0.01 0.10

The following is a DFT calculation (ωB97M-V/def2-TZVPD) of the molecule C10H11P.

Computed properties:
E_tot = -19831.7166 eV
relative energy (zero: lowest compared OMol25 entry of this formula, charge and spin) = 456.3 kJ/mol
HOMO energy (spin up / spin down) = -7.1 / -7.2 eV
molar mass = 162.17 g mol⁻¹

Element x y z (Å)
P: 0.739910 -1.059941 0.704672
C: -2.055766 -1.263583 0.805439
C: 2.020079 1.642669 0.128673
C: -3.752484 0.128651 -0.035174
C: -1.414088 0.711648 -0.308529
C: 1.953549 0.243559 0.148108
C: 3.013102 -0.448014 -0.913409
C: -0.945501 -0.437114 0.423292
C: -2.780324 0.968808 -0.539477
C: -3.381873 -1.035693 0.575630
C: 3.301144 -0.526463 0.425603
H: -2.982652 1.759753 -1.232991
H: -1.716967 -2.180632 1.278357
H: 3.539646 0.247819 -1.725843
H: -4.827397 0.161526 -0.337650
H: -4.029091 -1.862342 1.145511
H: 1.187655 2.392817 0.283952
H: 2.977490 2.045605 -0.345035
H: -0.714528 1.328148 -0.882921
H: 4.114194 -0.033856 0.875379
H: 3.055272 -1.380936 0.939216
H: 2.698636 -1.402435 -1.412804

Atoms 1-6, force components in eV/Å:
P -0.68 1.16 -0.46
C 3.09 -0.53 0.46
C 0.44 2.83 -0.85
C -2.28 -0.30 -1.37
C 0.50 -0.54 -0.20
C 0.25 -2.41 -0.38